Formula: C5H8FNO
Source: OMol25
Level of theory: the ωB97M-V functional and the def2-TZVPD basis

The geometry in XYZ format:
```
16
Properties=species:S:1:pos:R:3:forces:R:3
C -1.8535 1.1322 2.0265 -5.3023 0.4529 1.1608
C -0.1495 -0.1383 1.1344 4.0485 -0.0900 1.3659
C 0.7625 -0.4211 0.1508 -1.3488 -1.6651 -0.2976
C 0.2325 -0.2151 -1.2461 3.8310 -0.4025 2.3680
C 1.0662 -0.4589 -2.4226 2.6372 1.1884 -2.4872
H -1.4964 0.8179 3.0173 0.1628 0.2883 -0.3907
H -2.2343 2.2330 2.0822 0.6875 -2.0141 -0.0824
H -2.8400 0.4071 1.8301 2.0173 1.9626 0.6232
H -1.0589 1.1767 0.0815 -0.8321 0.7752 -1.4142
H 0.1993 -0.6108 2.1439 -1.4223 1.1408 -1.4783
H 1.9240 0.5225 -2.5426 -2.7561 -2.7308 0.5589
H 0.1622 -0.1968 -3.2399 3.1319 -1.5896 1.1399
H 1.8862 -1.4175 -2.3379 -2.9780 2.4106 -0.7382
N -0.9327 0.9400 1.0221 1.2252 -1.5654 1.9612
O -0.8081 0.3667 -1.3760 -1.9684 0.8965 -1.0308
F 1.7891 -1.3154 0.5512 -1.1335 0.9424 -1.2584
```
Positions in Å, forces in eV/Å.

Results
- highest occupied orbital energy (eV) = -8.1
- SMILES = CN/C=C(/F)C(C)=O
- electronic energy (a.u.) = -425.04101
- ΔE to the lowest compared entry with this formula, charge and spin (kcal/mol) = 102.97
- F_max (Eh/bohr) = 0.106
- orbital gap (eV) = 8.553


Formula: C6H10N2
Source: OMol25
Level of theory: the ωB97M-V functional and the def2-TZVPD basis

The geometry in XYZ format:
```
18
Properties=species:S:1:pos:R:3:forces:R:3
C 0.3296 2.0589 -0.0503 0.1894 2.8129 0.8697
C 1.9802 -0.9231 0.0802 1.1301 0.5442 1.3058
C 0.6495 -1.5527 -0.1935 0.6405 -0.5367 -1.1308
C -0.2300 -0.3245 -0.1513 1.5911 -0.2059 0.7083
C -1.5846 -0.4042 -0.6070 -2.5170 -0.1285 -1.3732
C -1.3282 -0.2646 0.8702 -0.6805 1.9406 0.7564
H 1.0454 2.8825 -0.3759 -0.3274 -1.4540 0.4484
H -0.5045 2.2624 -0.6972 -0.9294 0.2589 0.1819
H 0.0984 2.2710 1.0586 0.1369 -0.4636 -1.4405
H 2.9196 -1.4975 0.2888 -1.0190 0.8013 -0.0573
H 0.6580 -1.9496 -1.2539 -0.1519 -0.0530 1.0945
H 0.4493 -2.3482 0.5580 -0.1973 0.4615 -0.7165
H -2.0646 0.4418 -1.1357 0.4302 -0.4676 0.4984
H -2.0015 -1.3738 -0.9352 0.5452 0.5718 -0.0322
H -1.4151 -1.1586 1.4727 -0.2684 0.2463 0.2374
H -1.6694 0.7535 1.2971 0.8381 -2.0137 -0.4806
N 0.7277 0.7579 -0.3788 -0.1890 -0.5135 0.1555
N 1.9401 0.3688 0.1532 0.7784 -1.8009 -1.0253
```
Positions in Å, forces in eV/Å.

Results
- highest occupied orbital energy (eV) = -8.0
- SMILES = CN1N=CCC12CC2
- electronic energy (a.u.) = -344.03604
- ΔE to the lowest compared entry with this formula, charge and spin (kcal/mol) = 63.18
- F_max (Eh/bohr) = 0.057
- orbital gap (eV) = 9.118


Formula: C31H29BiN4O2S3Si
Source: OMol25
Level of theory: the ωB97M-V functional and the def2-TZVPD basis

The geometry in XYZ format:
```
71
Properties=species:S:1:pos:R:3:forces:R:3
Bi -1.1043 0.3402 1.4362 -0.2320 0.0765 -0.0725
N 0.2805 0.9665 4.8973 -0.0036 0.1089 0.0111
C -0.5045 -0.1189 4.7843 0.0182 -0.0236 -0.0336
N -0.9891 -0.5706 3.6392 0.1554 -0.0861 0.0611
C -1.7539 -1.7180 3.8342 -0.0585 -0.0171 0.0186
C -1.8736 -2.1036 5.1175 0.0151 0.0124 -0.0568
S -0.9802 -1.0486 6.1497 -0.0115 -0.0217 -0.0114
C -2.2992 -2.3389 2.6336 -0.0116 -0.0306 0.0221
C -2.7187 -3.6039 2.4721 0.0242 0.0642 -0.0063
S -3.1974 -3.8876 0.8393 -0.0121 0.0065 0.0227
C -2.7742 -2.2718 0.4286 0.0215 0.0501 -0.0940
N -2.3423 -1.5586 1.4695 0.0373 -0.0472 0.0690
N -2.8527 -1.8212 -0.8206 -0.1513 0.1076 -0.0508
H 0.7598 1.3362 4.0946 0.0337 -0.0328 -0.0005
H 0.6627 1.2176 5.7938 -0.0014 0.0020 -0.0024
H -2.4288 -2.9316 5.5214 -0.0384 -0.0314 0.0210
H -2.7441 -4.3952 3.2003 -0.0029 -0.0263 0.0450
H -3.1982 -2.4300 -1.5449 0.0782 -0.0043 0.0077
H -2.8728 -0.8211 -0.9874 0.0037 -0.0396 0.0302
C -3.4883 2.6720 -2.0150 0.0616 -0.0166 -0.0018
S -3.4480 2.3197 -0.2701 -0.1523 -0.0033 -0.0553
O -2.8208 0.9051 -0.1987 0.1199 -0.0703 0.0493
C -2.1672 3.4061 0.2844 -0.0131 0.0020 -0.0125
C -2.4627 4.2457 1.3502 0.0370 0.0058 -0.0137
C -1.4585 5.0609 1.8593 -0.0135 -0.0289 0.0030
C -0.1858 5.0102 1.3116 -0.0060 -0.0008 -0.0012
C 0.0972 4.1565 0.2478 0.0302 0.0179 0.0049
C -0.8952 3.3494 -0.2808 0.0433 0.0356 0.0197
H -2.5044 2.4790 -2.4391 -0.0165 0.0137 -0.0214
H -3.7724 3.7164 -2.1361 -0.0144 0.0289 0.0104
H -4.2450 2.0280 -2.4597 0.0038 -0.0065 0.0129
H -3.4604 4.2712 1.7681 -0.0369 -0.0014 0.0167
H -1.6737 5.7324 2.6783 -0.0082 0.0161 0.0142
H 0.5932 5.6477 1.7063 0.0179 0.0207 0.0091
H 1.0879 4.1335 -0.1846 0.0179 -0.0072 -0.0082
H -0.6783 2.6973 -1.1195 0.0265 -0.0269 -0.0157
O 0.2726 -0.8059 0.5786 0.1359 0.0238 0.0345
Si 1.3012 -0.9172 -0.7475 -0.1037 0.0655 0.0508
C 0.7632 -2.4570 -1.6301 0.0157 -0.0043 -0.0639
C 0.1136 -3.4850 -0.9420 0.0595 -0.0298 -0.0416
C -0.2662 -4.6495 -1.5923 -0.0072 0.0216 0.0212
C 0.0007 -4.8049 -2.9459 -0.0056 -0.0169 -0.0273
C 0.6485 -3.7976 -3.6453 -0.0034 0.0047 -0.0154
C 1.0252 -2.6334 -2.9912 -0.0498 -0.0090 0.0176
C 3.0325 -0.9248 -0.0906 0.0029 -0.0125 0.0551
C 3.2994 -0.8961 1.2791 -0.0099 -0.0221 0.0149
C 4.6031 -0.9069 1.7547 0.0010 -0.0030 -0.0058
C 5.6630 -0.9474 0.8616 0.0084 -0.0020 0.0012
C 5.4188 -0.9836 -0.5047 0.0014 0.0018 0.0054
C 4.1152 -0.9731 -0.9740 -0.0165 -0.0030 0.0046
C 1.0346 0.5721 -1.8529 0.0145 -0.0082 -0.0131
C 1.9368 1.6410 -1.8772 -0.0137 -0.0166 0.0314
C 1.7498 2.7202 -2.7315 -0.0216 0.0140 0.0089
C 0.6515 2.7510 -3.5796 -0.0149 0.0156 -0.0200
C -0.2571 1.6989 -3.5743 0.0224 -0.0125 -0.0202
C -0.0643 0.6235 -2.7184 0.0143 -0.0644 -0.0474
H -0.0808 -3.3807 0.1197 0.0034 0.0062 0.0519
H -0.7559 -5.4444 -1.0449 -0.0035 -0.0297 0.0190
H -0.2872 -5.7154 -3.4535 -0.0070 -0.0212 -0.0098
H 0.8609 -3.9202 -4.6987 0.0075 -0.0023 -0.0128
H 1.5207 -1.8517 -3.5559 0.0226 0.0146 -0.0087
H 2.4773 -0.8930 1.9875 -0.0134 0.0137 0.0006
H 4.7956 -0.8960 2.8194 -0.0012 0.0043 0.0138
H 6.6801 -0.9597 1.2288 0.0154 0.0001 0.0051
H 6.2446 -1.0245 -1.2017 0.0112 -0.0006 -0.0099
H 3.9443 -1.0072 -2.0443 -0.0090 0.0022 -0.0412
H 2.8147 1.6134 -1.2421 0.0183 0.0029 0.0178
H 2.4744 3.5238 -2.7582 0.0052 0.0110 0.0104
H 0.5187 3.5788 -4.2639 -0.0028 0.0056 -0.0033
H -1.0894 1.7010 -4.2675 -0.0046 -0.0024 -0.0225
H -0.7466 -0.2200 -2.7620 -0.0331 0.0063 0.0082
```
Positions in Å, forces in eV/Å.

Results
- highest occupied orbital energy (eV) = -13.4
- electronic energy (a.u.) = -3266.49652
- charge = +2
- F_max (Eh/bohr) = 0.005
- orbital gap (eV) = 7.495


- Which formula does entry 3 have?
  C31H29BiN4O2S3Si


- Which of these has the highest highest occupied orbital energy?
  C6H10N2


- Which value of highest occupied orbital energy does entry 2 give?
  -8.0 eV


- orbital gap of number 2 (C6H10N2)?
  9.118 eV